The following is a DFT calculation (ωB97M-V/def2-TZVPD) of C29H29F9LaN5O3 as an isolated structure at a distorted geometry.

Geometry as XYZ:
```
76
Properties=species:S:1:pos:R:3:forces:R:3
La -0.106433 -0.022842 -0.166377 1.27 -0.59 -0.96
F -3.131379 -0.258240 -3.949299 -0.05 -0.09 0.16
F -2.116609 3.451078 -2.751134 -0.12 -0.24 -0.16
F -3.930069 2.284820 -0.803758 -0.02 -0.02 0.05
F -4.361409 -0.095515 -2.165799 0.12 -0.06 -0.12
F -1.841017 2.418547 -0.239655 -0.10 0.11 -0.03
F -2.875949 0.573849 0.045077 -0.04 -0.01 -0.20
F -1.803094 2.035678 -4.359455 -0.13 0.08 0.19
F -3.808980 2.362416 -3.582486 0.27 0.08 0.02
F -2.506803 -1.225920 -2.126032 -0.20 0.14 0.04
O -0.965544 0.810935 -2.099599 -0.84 0.47 -0.79
O 0.900281 3.380060 2.673420 0.07 0.02 -0.07
O -1.746481 -3.113961 2.725627 -0.04 -0.07 -0.04
N 2.200245 -1.235304 0.780832 0.03 -0.05 -0.02
N 1.074436 1.925984 0.871537 0.06 0.30 0.41
N -1.216759 -2.040030 0.733835 -0.47 -0.32 0.50
N -0.524666 0.168904 2.199585 -0.10 0.07 1.20
N 2.074242 -0.000856 -1.811464 0.09 0.10 -0.01
C 0.821163 3.618246 -1.499209 -0.04 -0.02 -0.06
C 3.421691 -0.866797 0.041100 0.01 0.07 0.08
C -1.003429 -0.889230 2.865052 0.00 0.02 -0.11
C 0.641715 2.337597 2.085808 -0.02 -0.18 0.09
C 3.551467 1.826281 2.376124 -0.03 -0.04 0.03
C -0.295129 1.385074 4.222659 -0.13 0.01 0.01
C -1.860870 -3.071898 -0.020061 0.28 0.10 0.17
C 3.173843 -0.913083 -1.452485 -0.04 -0.03 -0.14
C -0.149254 1.275871 2.852639 0.15 -0.05 -0.08
C -3.812137 -4.313930 -0.666850 0.04 0.01 -0.04
C -3.074042 -5.044296 -1.583065 0.00 0.05 0.03
C -2.508583 2.262500 -3.251326 -0.01 0.12 0.00
C -0.819560 0.303560 4.916971 -0.01 0.02 0.04
C -2.275683 1.137428 -2.203047 0.16 -0.07 -0.02
C -1.117641 -3.782717 -0.966660 0.06 -0.06 -0.11
C 4.570006 3.113008 0.505102 -0.01 0.00 -0.05
C 0.342803 -3.484398 -1.175585 -0.02 0.11 0.02
C -1.361577 -2.150583 2.076017 0.08 0.21 0.07
C 2.208329 2.634003 0.369551 -0.17 -0.10 0.19
C -1.162609 -0.856365 4.239228 -0.01 0.01 0.01
C -3.099309 -0.128554 -2.617427 -0.01 0.06 -0.18
C -1.726424 -4.765331 -1.736377 -0.01 0.03 0.02
C 4.517984 3.797569 -0.698818 -0.05 -0.04 0.04
C 3.430822 2.535291 1.055392 0.13 -0.03 -0.03
C -4.111793 -2.542901 1.053265 0.00 0.08 0.01
C -3.231710 -3.322025 0.117918 -0.12 -0.05 -0.06
C 3.300129 3.928366 -1.344119 -0.01 -0.01 0.00
C 2.137069 3.367846 -0.818654 0.00 0.08 -0.12
C -2.779072 1.641679 -0.807077 -0.10 0.00 -0.10
H 0.115953 4.092873 -0.815800 0.02 0.00 0.03
H -4.156385 -3.021044 2.031914 0.02 -0.01 0.03
H -3.747015 -1.525636 1.207259 0.01 -0.04 -0.02
H 2.882529 -1.922180 -1.755081 0.01 -0.01 0.02
H -3.547860 -5.809527 -2.183304 0.00 -0.01 0.00
H 0.021611 2.300163 4.701059 0.00 0.00 0.02
H 5.510042 3.020393 1.036880 0.01 0.01 -0.01
H -1.134241 -5.310599 -2.461972 -0.01 -0.01 -0.01
H 2.075486 -2.243148 0.775251 -0.01 0.01 0.01
H 1.809400 -0.111163 -2.785618 0.00 -0.01 0.02
H 4.102427 -0.670949 -1.976813 0.00 0.00 0.01
H 5.411714 4.239437 -1.119037 0.01 0.00 0.00
H -4.874279 -4.500845 -0.560017 -0.01 -0.01 0.00
H 0.925915 -3.654866 -0.268699 -0.03 -0.03 0.02
H 3.233715 4.494920 -2.265587 0.00 0.00 0.00
H 0.338035 2.710334 -1.863847 0.06 -0.01 0.02
H 4.557871 1.427351 2.508581 0.01 0.02 0.02
H -0.940205 0.358044 5.991522 0.00 0.00 0.00
H -5.122719 -2.477946 0.649872 0.00 -0.02 0.01
H 0.759723 -4.099459 -1.972544 -0.02 -0.03 0.01
H 0.501848 -2.441879 -1.484533 0.05 -0.05 -0.03
H 4.268218 -1.512666 0.290039 0.00 -0.01 -0.01
H 0.961198 4.277080 -2.356164 -0.02 0.01 0.01
H 3.340527 2.511485 3.198446 -0.02 0.02 0.00
H -1.545040 -1.738847 4.730617 0.00 0.00 0.02
H 2.836531 1.005396 2.469778 0.02 0.03 -0.02
H 2.386279 0.967085 -1.713850 0.02 -0.02 0.01
H 2.293510 -0.968095 1.755670 -0.01 0.01 -0.01
H 3.693004 0.152471 0.325063 -0.03 -0.06 -0.02
```
Positions in Å, forces in eV/Å.

As for the energy: -2552.64524 a.u. The max |F| is 0.0330 hartree/bohr. For the orbital gap, the calculation gives 8.1 eV. As for the energy relative to the best compared isomer or geometry (same formula, charge and spin): 5.1 kcal/mol. As for the HOMO energy: -8.185 eV.

=====

The following is a DFT calculation (ωB97M-V/def2-TZVPD) of a 11-piece molecular cluster, C31H91N7O11 overall at a distorted geometry.

Geometry as XYZ:
```
140
Properties=species:S:1:pos:R:3:forces:R:3
O 1.220344 1.221934 1.509813 1.06 0.90 0.57
O 0.312141 3.388078 2.875540 -2.99 -0.54 -0.02
O -0.248675 -0.125572 -0.226384 -0.24 0.30 0.89
O -0.149689 5.544800 -2.773237 -0.47 0.01 -1.78
O 0.028695 -0.269981 -2.991152 -0.56 0.75 -0.04
O 6.108420 -0.000693 2.353078 -0.89 0.10 0.59
O 0.324695 -0.825789 3.270803 -0.83 -1.60 0.96
O 3.329664 0.534067 -2.415501 -0.60 -0.49 0.71
O -5.722174 -1.634122 -2.781076 -0.79 0.06 0.23
O 0.448827 -2.877942 -4.333896 0.19 0.61 0.34
O -4.386894 0.740076 2.362156 1.18 -0.98 -0.10
N 5.517096 -2.342418 -1.435004 0.06 0.52 -0.71
N 4.065399 2.243791 0.486094 -1.03 0.71 -0.71
N -1.175110 4.210714 0.432294 0.50 0.23 -0.40
N 0.702755 -3.192479 1.391302 -1.09 0.58 0.57
N -6.866989 -0.615926 3.070977 -0.58 0.75 0.11
N -2.942516 -1.935971 -1.336645 0.21 -0.23 -0.90
N 0.109937 -2.979528 -1.473018 0.85 0.68 0.00
C 5.271082 3.026572 2.528590 -0.91 0.03 -0.68
C 4.812791 0.514788 2.051979 1.68 1.43 -1.24
C -0.594902 6.578939 -3.638860 0.98 -0.74 -0.52
C 2.103642 3.642652 4.279348 -0.29 1.74 0.09
C 1.117114 4.384931 3.381000 0.94 -1.32 0.14
C -1.494676 -4.153555 2.090328 -0.29 0.57 0.33
C -0.606315 4.215154 -0.935073 -1.30 -2.18 0.78
C -3.080145 0.629291 1.877655 0.20 0.51 -2.36
C -1.310665 3.034507 -1.695603 1.09 1.63 0.77
C 5.088750 1.935220 1.414075 0.83 -0.86 2.30
C -0.490035 -3.625933 -3.584752 0.29 -1.65 -1.43
C -0.226129 -5.356776 -1.492564 0.48 0.19 0.18
C -5.583583 -1.176760 3.325466 2.26 -0.95 -1.41
C -0.261462 -2.185990 3.409638 -0.50 0.35 -0.84
C 0.024816 -2.527522 -5.660103 0.85 -0.84 1.38
C -0.866167 5.524203 -1.589277 0.66 0.67 0.14
C 1.865199 4.945542 2.176661 0.16 0.84 0.72
C -5.221712 -2.100692 2.097056 0.27 0.60 0.52
C -0.620718 -2.863950 2.029956 1.07 -0.49 0.61
C 0.927660 -0.388008 4.521348 0.44 0.34 -1.01
C 6.044739 -1.369890 2.599971 1.13 -0.73 -0.10
C 3.391829 -2.461122 -2.589359 0.48 -0.29 -1.60
C -4.527998 -0.050852 3.513112 -1.29 0.53 1.15
C 4.628541 -1.624156 -2.321933 -2.55 1.99 1.45
C 4.148253 -0.297507 -1.602503 -0.05 -1.15 -0.85
C -7.141253 -1.777838 -2.979755 0.36 -0.29 -0.20
C -5.352728 -1.048479 -1.531101 1.14 -0.99 -0.31
C -3.812245 -0.794063 -1.439170 -1.21 2.72 -0.57
C 0.264747 -4.127305 -2.328652 -1.41 -0.51 0.49
C 3.955318 1.241507 -3.434758 -0.64 -0.29 -1.20
C -3.374290 0.166341 -2.619434 0.59 -1.07 1.05
H -3.682719 -0.253813 -0.501377 -0.29 0.30 -0.03
H -0.805874 -1.833520 -5.531942 -0.08 0.01 -0.85
H 1.676332 3.098853 5.121850 -0.27 -0.14 -0.31
H 3.221698 1.439166 -4.216318 -0.58 0.41 0.29
H 0.791828 2.729121 2.368315 0.37 -0.41 -0.30
H -6.103567 -2.621282 1.723677 -0.04 -0.20 0.42
H -6.929449 0.182644 3.686193 -0.62 0.08 0.70
H 4.870472 3.912386 2.035680 0.47 0.44 0.15
H -5.504561 -1.895749 4.140888 -0.60 0.46 0.60
H 3.748070 -3.277075 -3.218182 -0.19 -0.19 -0.53
H -1.905886 -4.363444 1.102933 0.35 -0.06 -0.13
H 4.571282 0.562471 -4.024324 1.18 0.44 0.38
H 1.106132 -3.925821 1.956635 0.20 -0.32 0.07
H 2.700192 -1.862269 -3.181899 -0.31 -0.33 0.16
H 4.178981 1.684501 -0.347211 0.05 0.19 -0.08
H -2.681069 -2.059715 -2.304338 0.34 -0.74 -0.13
H 6.283565 3.180477 2.901785 0.08 -0.14 -0.42
H -2.353411 0.531149 -2.506217 -0.01 0.04 0.42
H 0.515611 -3.181857 -0.570467 -0.05 0.25 0.39
H 0.921762 -2.136763 -6.140628 -0.34 0.56 0.02
H -3.435470 -2.772069 -1.057300 -0.25 -0.17 0.06
H -1.006129 -5.047697 2.477523 0.60 0.12 -0.24
H -0.013564 -1.220643 -3.094510 0.31 -0.63 0.05
H 2.571398 3.012972 3.522509 0.73 -0.20 0.76
H 0.435312 3.916060 -0.818191 0.41 0.69 -0.64
H 0.484585 -2.819692 3.889147 -0.02 -0.08 0.24
H -0.028568 -6.359810 -1.870701 -0.73 0.02 -0.56
H -2.775170 -0.382936 1.612170 -0.26 -0.45 0.13
H -0.086641 7.491754 -3.328169 -0.13 0.33 -0.44
H -0.347529 4.177625 1.010327 -0.40 0.25 0.79
H -0.269138 -0.126332 -1.183364 0.13 -0.06 -1.09
H -2.381538 -4.111315 2.722622 -0.04 0.67 0.18
H -7.299041 -2.145437 -3.993697 0.26 0.23 -0.09
H 5.093119 -1.307258 -3.255660 0.03 -0.34 -0.26
H 4.129947 0.623614 2.894581 0.14 -0.14 0.48
H 2.862475 5.320961 2.406008 -0.04 0.29 0.18
H -6.684556 -0.099656 2.222290 -0.44 -0.03 -0.84
H 0.295792 -0.449850 5.407353 -0.19 -0.43 -0.20
H -5.477088 -1.757731 -0.712802 -0.89 -0.19 0.10
H 1.311644 -4.309465 -2.571396 -0.05 0.23 -0.29
H 5.675195 -1.894548 1.718908 -0.54 -0.18 0.05
H 5.018580 0.225732 -1.206457 0.12 0.15 0.08
H -0.426380 -1.033785 0.018175 0.01 -0.16 -0.09
H -7.726524 -0.867735 -2.848391 0.37 0.45 -0.01
H -0.869444 2.990253 -2.691337 -0.60 -0.29 -0.15
H 4.329816 -0.123154 1.311800 -0.03 -0.16 -0.15
H 1.248787 5.759887 1.795894 0.23 -0.16 -0.70
H -3.613182 -0.382582 4.004215 0.45 -0.23 -0.60
H 0.463003 5.086696 3.898450 0.20 0.18 -0.01
H -1.665613 6.743665 -3.759514 -0.35 -0.19 0.88
H -1.104482 -2.133786 1.381169 -0.26 0.03 0.16
H 2.686938 4.465635 4.692344 1.04 -0.54 0.09
H -3.303895 -0.431745 -3.527968 -0.60 0.15 -0.31
H 2.035815 4.108768 1.499314 -0.18 0.28 -0.37
H -4.863155 0.777488 4.137292 -0.75 -0.75 1.31
H 1.184150 -2.354359 1.684407 1.05 0.20 -0.53
H -4.028653 1.034281 -2.700666 -0.13 -0.28 -0.18
H -2.362414 3.309927 -1.617770 -0.22 -0.42 -0.61
H 3.469012 -0.622845 -0.814552 0.28 0.14 0.32
H -4.447620 -2.795081 2.423723 -0.07 -0.25 -0.20
H -1.186022 -5.168727 -1.011579 -0.72 -0.37 -0.94
H -1.569507 3.289904 0.561373 -0.28 -0.08 0.31
H -1.111297 2.134093 -1.114566 -0.07 -0.15 -0.28
H -1.916696 5.700800 -1.820122 -0.39 -0.32 0.39
H 1.896861 -0.872273 4.640662 -0.14 -0.52 0.34
H -2.236339 1.045187 2.428223 -0.41 0.41 0.66
H 7.060311 -1.746411 2.722219 0.22 0.19 0.04
H 5.285973 -3.288452 -1.702768 0.92 -0.57 0.37
H 3.189202 1.912215 0.863505 -0.56 0.21 0.06
H 5.541972 -1.645831 3.526894 -0.55 0.10 -0.01
H -5.945369 -0.148138 -1.369053 0.18 0.20 0.21
H 1.199608 0.661855 4.412094 -0.36 0.16 -0.27
H 4.647972 2.921956 3.416783 -0.08 -0.48 -0.08
H -0.501280 6.380621 -1.022255 -0.21 0.06 0.79
H -7.642569 -2.516939 -2.354846 0.46 -0.24 0.54
H 6.050320 1.943296 0.900842 -0.01 -0.51 -0.14
H 2.880946 -3.007245 -1.796356 0.19 0.84 0.65
H 0.962114 -0.064239 -3.042614 0.52 0.10 0.07
H 6.389862 -2.063857 -1.860212 0.91 -0.83 0.72
H 0.721228 0.910012 0.754945 -0.54 -0.49 -0.70
H 4.317482 2.209650 -3.088854 0.73 -0.22 -0.12
H -1.179990 -2.172729 3.996364 0.06 0.43 0.38
H -3.192459 1.155752 0.929856 0.82 0.18 -0.15
H -0.330672 6.215962 -4.632095 0.58 0.56 -0.13
H -4.835039 -1.572462 1.225535 0.10 0.40 0.23
H -0.881596 -2.816879 -1.370522 -0.13 0.17 0.41
H 0.319015 -5.400095 -0.549669 0.88 0.47 -0.07
H -0.914908 -4.334031 -4.296214 0.38 -1.15 0.13
H -0.160647 -3.477272 -6.161763 -0.79 0.15 -0.35
H 1.115897 0.534230 2.167362 -0.24 -0.40 0.12
H -1.428915 -3.117508 -3.365426 0.19 0.85 0.61
```
Positions in Å, forces in eV/Å.

As for the energy: -2446.36422 a.u. The max |F| is 0.0690 hartree/bohr. For the orbital gap, the calculation gives 9.0 eV. As for the HOMO energy: -8.577 eV. As for the SMILES: COC[C@H](C)N.COC[C@H](C)N.COC[C@H](C)N.COC[C@H](C)N.COC[C@H](C)N.COC[C@H](C)N.COC[C@H](C)N.CC(C)O.O.O.O.